{"formula": "C30H48BrIrN3OP2S", "method": "the ωB97M-V functional and the def2-TZVPD basis", "energy_ev": -140677.35552, "total_charge": 3, "multiplicity": 1, "lumo_energy_ha": -0.419, "fmax_ev_per_a": 1.17, "species": ["Ir", "C", "C", "C", "C", "C", "Br", "N", "C", "H", "H", "H", "H", "H", "H", "C", "P", "C", "N", "C", "C", "C", "C", "C", "C", "N", "C", "P", "C", "C", "C", "C", "C", "C", "C", "C", "C", "H", "H", "H", "H", "H", "H", "H", "H", "H", "H", "H", "H", "H", "H", "H", "H", "H", "H", "H", "H", "H", "H", "H", "H", "H", "H", "H", "H", "C", "C", "C", "S", "O", "C", "C", "C", "H", "H", "H", "H", "H", "H", "H", "H", "H", "H", "H", "H", "H", "H"], "coordinates": [[-0.183, 0.058, -0.015], [-0.110, -3.654, 4.269], [0.627, -2.821, 3.260], [2.020, -2.803, 3.183], [2.681, -2.032, 2.230], [1.871, -1.301, 1.403], [2.430, -0.172, -0.016], [0.552, -1.267, 1.452], [-0.075, -2.024, 2.361], [0.576, -4.272, 4.843], [-0.832, -4.309, 3.782], [-0.656, -3.019, 4.968], [2.602, -3.402, 3.872], [3.759, -2.013, 2.145], [-1.158, -1.989, 2.362], [1.499, 2.434, 2.093], [-0.022, 1.981, 1.257], [-0.360, 3.381, 0.175], [-0.081, 4.579, 0.646], [-0.454, 5.625, -0.127], [-0.177, 6.944, 0.308], [-0.592, 7.991, -0.457], [-1.300, 7.780, -1.674], [-1.579, 6.525, -2.122], [-1.149, 5.413, -1.356], [-1.375, 4.164, -1.824], [-0.945, 3.169, -1.074], [-1.085, 1.482, -1.717], [-2.859, 1.285, -1.994], [-0.212, 1.410, -3.354], [-0.807, 0.254, -4.164], [-0.389, 2.704, -4.157], [1.272, 1.163, -3.076], [-1.409, 1.839, 2.448], [-2.507, 1.128, 1.648], [-0.956, 1.006, 3.651], [-1.883, 3.210, 2.938], [1.292, 3.371, 2.614], [2.288, 2.606, 1.362], [1.817, 1.671, 2.802], [0.349, 7.089, 1.241], [-0.389, 9.004, -0.137], [-1.616, 8.639, -2.252], [-2.110, 6.351, -3.047], [-3.170, 2.162, -2.566], [-3.412, 1.252, -1.059], [-3.073, 0.379, -2.559], [-1.778, 0.520, -4.581], [-0.931, -0.659, -3.588], [-0.142, 0.041, -5.002], [-1.424, 3.038, -4.206], [-0.061, 2.492, -5.178], [0.220, 3.518, -3.771], [1.438, 0.213, -2.564], [1.711, 1.971, -2.482], [1.811, 1.130, -4.024], [-2.138, 0.177, 1.169], [-2.912, 1.769, 0.866], [-3.334, 0.829, 2.297], [-0.494, 0.065, 3.371], [-1.827, 0.778, 4.269], [-0.254, 1.559, 4.274], [-2.319, 3.808, 2.138], [-1.077, 3.784, 3.396], [-2.651, 3.059, 3.700], [-3.437, -3.337, 0.013], [-2.775, -4.417, -0.832], [-1.275, -4.193, -0.997], [-0.967, -2.692, -1.956], [-0.123, -1.776, -1.005], [0.225, -3.255, -3.166], [1.528, -3.810, -2.608], [2.458, -4.221, -3.747], [-4.522, -3.415, -0.026], [-3.176, -2.330, -0.336], [-3.136, -3.422, 1.060], [-3.248, -4.485, -1.813], [-2.908, -5.393, -0.363], [-0.780, -5.017, -1.507], [-0.779, -4.019, -0.039], [0.400, -2.387, -3.806], [-0.333, -3.990, -3.757], [1.331, -4.673, -1.969], [2.004, -3.046, -1.989], [2.010, -5.004, -4.359], [3.396, -4.607, -3.354], [2.690, -3.375, -4.396]], "mulliken_charge": [0.82, -1.38, 0.34, -0.63, -0.92, 0.68, 0.01, 0.88, -0.86, 0.42, 0.36, 0.35, 0.50, 0.58, 0.75, -1.68, 0.56, 0.05, -0.20, 0.38, -0.59, -0.58, -0.62, -0.59, 0.33, -0.16, -0.31, 0.86, -1.60, 2.03, -1.48, -1.96, -1.31, 2.05, -1.88, -1.96, -1.75, 0.51, 0.46, 0.44, 0.49, 0.44, 0.44, 0.50, 0.44, 0.46, 0.44, 0.41, -0.06, 0.60, 0.36, 0.55, 0.40, -0.18, 0.28, 0.61, 0.28, 0.29, 0.59, 0.39, 0.54, 0.42, 0.40, 0.37, 0.51, -0.78, -0.62, -0.36, 0.14, -0.47, -0.87, 0.03, -1.47, 0.43, 0.11, 0.18, 0.31, 0.42, 0.53, 0.09, 0.29, 0.73, 0.32, 0.00, 0.39, 0.40, 0.35]}